Entry 1:
Below is the molecule C5H10O2, with properties calculated with ωB97M-V with the def2-TZVPD basis set.

Summary:
Electronic energy (a.u.): -346.9335
Structure (SMILES): CO[C@H]1CO[C@H]1C
LUMO energy (eV): 1.0
Kohn-Sham gap (eV): 10.66

Last column: Mulliken charge in e.
CARTESIAN COORDINATES (ANGSTROEM)
C 1.698 1.288 -0.536  -0.724
O 1.153 0.449 0.454  -0.390
C 0.506 -0.689 -0.041  0.039
C 0.052 -1.620 1.083  -0.517
O -1.311 -1.573 0.650  -0.458
C -1.017 -0.576 -0.349  0.325
C -1.644 0.765 -0.030  -1.282
H 2.519 0.790 -1.071  0.304
H 0.949 1.616 -1.268  0.271
H 2.096 2.164 -0.022  0.264
H 1.092 -1.167 -0.842  0.382
H 0.189 -1.163 2.071  0.245
H 0.454 -2.640 1.085  0.259
H -1.333 -0.938 -1.337  0.320
H -1.616 1.425 -0.904  0.313
H -2.687 0.623 0.268  0.358
H -1.099 1.245 0.789  0.291

---

Entry 2:
Below is a 2-piece molecular cluster, C5H10O2 overall, with properties calculated with ωB97M-V with the def2-TZVPD basis set.

Summary:
Electronic energy (a.u.): -346.9153
Structure (SMILES): C=C(O)/C=C/C.O
LUMO energy (eV): 0.5
Kohn-Sham gap (eV): 8.98

Last column: Mulliken charge in e.
CARTESIAN COORDINATES (ANGSTROEM)
C 1.789 -1.798 -1.050  -0.843
C 1.168 -0.938 -0.243  0.731
O 1.359 -1.114 1.115  -0.583
C 0.238 0.101 -0.757  -0.839
C -1.040 0.044 -0.312  0.264
C -2.211 0.814 -0.872  -1.160
H 2.678 -2.370 -0.819  0.298
H 1.518 -1.766 -2.097  0.265
H 0.697 -0.643 1.627  0.236
H 0.525 0.347 -1.772  0.369
H -1.120 -0.233 0.737  0.269
H -1.943 1.823 -1.178  0.336
H -2.623 0.205 -1.676  0.291
H -2.967 0.937 -0.099  0.333
O 0.538 1.266 2.752  -0.623
H 0.825 1.113 1.835  0.349
H 0.569 2.214 2.810  0.308

---

Entry 3:
Below is the molecule C5H10O2, with properties calculated with ωB97M-V with the def2-TZVPD basis set.

Summary:
Electronic energy (a.u.): -346.9687
Structure (SMILES): OC[C@H]1CCOC1
LUMO energy (eV): 0.9
Kohn-Sham gap (eV): 10.49

Last column: Mulliken charge in e.
CARTESIAN COORDINATES (ANGSTROEM)
O 2.284 0.339 0.870  -0.505
C 1.603 -0.561 0.015  -0.803
C 0.122 -0.440 0.336  0.322
C -0.323 1.033 0.335  -0.695
C -1.782 0.929 -0.072  -0.440
O -1.810 -0.099 -1.044  -0.401
C -0.832 -1.078 -0.698  -0.599
H 3.213 0.370 0.616  0.302
H 1.763 -0.304 -1.046  0.367
H 1.961 -1.591 0.167  0.345
H -0.055 -0.877 1.326  0.314
H -0.149 1.526 1.295  0.347
H 0.237 1.575 -0.436  0.278
H -2.169 1.841 -0.535  0.339
H -2.421 0.677 0.789  0.257
H -0.317 -1.367 -1.623  0.311
H -1.327 -1.972 -0.297  0.260

---

Entry 4:
Below is a 2-piece molecular cluster, C5H10O2 overall, with properties calculated with ωB97M-V with the def2-TZVPD basis set.

Summary:
Electronic energy (a.u.): -346.9322
Structure (SMILES): C=C/C=C(/C)O.O
LUMO energy (eV): 0.9
Kohn-Sham gap (eV): 9.35

Last column: Mulliken charge in e.
CARTESIAN COORDINATES (ANGSTROEM)
C 0.816 2.361 2.488  -0.538
C -0.261 2.332 1.700  -0.602
C -1.155 1.207 1.459  -0.249
C -0.907 0.282 0.516  0.714
C -1.828 -0.875 0.299  -1.274
O 0.117 0.362 -0.350  -0.518
H 1.433 3.246 2.398  0.255
H 1.054 1.560 3.168  0.286
H -0.460 3.281 1.191  0.307
H -2.074 1.084 2.020  0.318
H -2.673 -0.495 -0.290  0.279
H -2.101 -1.389 1.215  0.309
H -1.529 -1.659 -0.393  0.367
H 0.648 1.154 -0.262  0.348
O 2.786 -4.464 -4.947  -0.646
H 3.681 -4.208 -4.662  0.323
H 2.455 -3.779 -5.548  0.323

---

Entry 5:
Below is the molecule C5H10O2, with properties calculated with ωB97M-V with the def2-TZVPD basis set.

Summary:
Electronic energy (a.u.): -346.9694
Structure (SMILES): OC[C@H]1CCOC1
LUMO energy (eV): 0.9
Kohn-Sham gap (eV): 10.55

Last column: Mulliken charge in e.
CARTESIAN COORDINATES (ANGSTROEM)
O 2.388 0.098 0.959  -0.509
C 1.608 -0.566 -0.017  -0.753
C 0.149 -0.390 0.357  0.393
C -0.342 1.066 0.319  -0.720
C -1.824 0.940 -0.104  -0.363
O -2.077 -0.443 -0.323  -0.399
C -0.838 -1.059 -0.599  -0.654
H 3.318 -0.029 0.740  0.307
H 1.785 -0.146 -1.022  0.349
H 1.856 -1.639 -0.059  0.348
H 0.001 -0.803 1.363  0.246
H -0.210 1.573 1.278  0.295
H 0.224 1.631 -0.430  0.283
H -2.021 1.503 -1.028  0.247
H -2.525 1.283 0.663  0.283
H -0.540 -0.883 -1.650  0.307
H -0.953 -2.136 -0.447  0.338

---

Entry 6:
Below is a 2-piece molecular cluster, C5H10O2 overall, with properties calculated with ωB97M-V with the def2-TZVPD basis set.

Summary:
Electronic energy (a.u.): -346.9297
Structure (SMILES): C/C=C/C=C/O.O
LUMO energy (eV): 0.6
Kohn-Sham gap (eV): 8.82

Last column: Mulliken charge in e.
CARTESIAN COORDINATES (ANGSTROEM)
C -0.214 2.730 -0.630  -1.155
C -0.294 1.246 -0.826  0.088
C 0.449 0.302 -0.237  -0.472
C 0.357 -1.079 -0.663  -0.610
C 1.074 -2.104 -0.183  0.095
O 0.669 -3.397 -0.146  -0.498
H -0.407 3.168 -1.612  0.326
H -0.964 3.073 0.087  0.275
H 0.771 3.074 -0.312  0.354
H -1.048 0.936 -1.552  0.282
H 1.170 0.826 0.397  0.414
H -0.455 -1.286 -1.346  0.240
H 2.012 -1.919 0.323  0.345
H -0.290 -3.442 -0.195  0.314
O -0.890 -0.637 2.694  -0.651
H -0.534 -0.152 1.934  0.344
H -1.407 -1.337 2.268  0.310

---

Entry 7:
Below is the molecule C5H10O2, with properties calculated with ωB97M-V with the def2-TZVPD basis set.

Summary:
Electronic energy (a.u.): -346.9775
Structure (SMILES): CC[C@@H](O)CC=O
LUMO energy (eV): 0.9
Kohn-Sham gap (eV): 10.73

Last column: Mulliken charge in e.
CARTESIAN COORDINATES (ANGSTROEM)
C 2.362 0.372 -0.429  -1.217
C 0.951 -0.024 -0.846  -0.457
C -0.039 -0.012 0.317  -0.075
O -0.283 1.307 0.789  -0.538
C -1.363 -0.685 -0.041  -0.529
C -2.393 -0.463 1.046  0.032
O -3.546 -0.181 0.830  -0.486
H 2.986 0.582 -1.301  0.357
H 2.331 1.269 0.195  0.304
H 2.845 -0.426 0.147  0.316
H 0.569 0.670 -1.608  0.322
H 0.951 -1.015 -1.315  0.309
H 0.403 -0.526 1.182  0.305
H -0.782 1.777 0.101  0.388
H -1.204 -1.765 -0.165  0.390
H -1.774 -0.304 -0.986  0.249
H -2.013 -0.576 2.085  0.330

---

Entry 8:
Below is the molecule C5H10O2, with properties calculated with ωB97M-V with the def2-TZVPD basis set.

Summary:
Electronic energy (a.u.): -346.9589
Structure (SMILES): CCC(=O)COC
LUMO energy (eV): 0.9
Kohn-Sham gap (eV): 10.33

Last column: Mulliken charge in e.
CARTESIAN COORDINATES (ANGSTROEM)
C -2.521 0.109 -1.097  -1.040
C -1.032 0.241 -0.777  -0.233
C -0.719 0.090 0.708  0.365
O -1.526 0.309 1.585  -0.574
C 0.641 -0.489 1.129  -0.425
O 1.524 -0.641 0.053  -0.338
C 2.735 0.050 0.199  -0.735
H -2.896 1.022 -1.562  0.271
H -2.708 -0.710 -1.797  0.287
H -3.118 -0.052 -0.196  0.320
H -0.430 -0.510 -1.293  0.305
H -0.687 1.217 -1.159  0.279
H 1.051 0.154 1.920  0.362
H 0.480 -1.474 1.598  0.275
H 2.589 1.139 0.254  0.329
H 3.347 -0.188 -0.672  0.236
H 3.269 -0.266 1.107  0.316

---

The calculation returns the following energy relative to the best compared isomer or geometry (same formula, charge and spin) values, one per record and in order: 241.4, 289.1, 149.1, 244.7, 147.2, 251.3, 126.0, 174.6 kJ/mol.